C3H4AgO as an isolated structure, computed with ωB97M-V/def2-TZVPD.

Results
* highest occupied orbital energy: -13.6 eV
* orbital gap: 7.6 eV
* charge: +1
* LUMO energy: -6.0 eV

Positions of all 9 atoms, in Å:
C -0.606 -0.901 0.038
C -1.048 0.567 0.042
C 0.365 0.275 -0.123
O 1.496 0.657 0.072
Ag 3.668 0.148 -0.182
H -0.771 -1.494 -0.865
H -0.626 -1.449 0.984
H -1.088 1.182 -0.945
H -1.390 1.016 0.978

Atoms 1-3, force components in eV/Å:
C 1.20 0.42 -2.19
C 1.35 2.28 -1.53
C -1.18 -2.46 3.77